No. 1
A structure of composition C35H30IrN3O5SSi, computed with ωB97M-V/def2-TZVPD.

Each line ends with the Mulliken charge.
Geometry (Å):
Ir 0.009 -0.383 -0.252  1.9650
C -3.061 -0.882 -1.053  -1.0803
O -2.064 -0.792 -0.015  0.3175
C -2.408 -1.200 1.273  0.9624
C -3.704 -1.535 1.621  -1.0270
C -3.972 -1.926 2.926  -0.8401
C -2.958 -1.980 3.870  -0.9336
C -1.665 -1.640 3.520  -0.6709
C -1.374 -1.242 2.218  0.2237
N -0.086 -0.853 1.783  -0.1470
N 0.819 -0.737 2.651  -0.5606
C 2.079 -0.333 2.318  0.2571
C 2.593 -0.072 1.014  0.6986
O 1.968 -0.118 -0.135  -0.4671
C 3.971 0.282 0.886  -1.2777
C 4.784 0.392 1.959  -0.8479
C 4.311 0.164 3.286  0.7350
C 5.172 0.299 4.390  -0.9628
C 4.712 0.082 5.663  -0.5582
C 3.371 -0.275 5.854  -0.8188
C 2.515 -0.412 4.788  -0.2790
C 2.964 -0.197 3.472  0.8559
H -3.891 -0.217 -0.820  0.3868
H -3.394 -1.915 -1.141  0.3667
H -2.572 -0.556 -1.965  0.1200
H -4.503 -1.505 0.895  0.4923
H -4.984 -2.191 3.198  0.4562
H -3.176 -2.293 4.882  0.4219
H -0.860 -1.679 4.239  0.5135
H 4.321 0.464 -0.122  0.5277
H 5.823 0.667 1.821  0.4104
H 6.203 0.577 4.214  0.4128
H 5.373 0.185 6.513  0.4042
H 3.002 -0.447 6.856  0.4112
H 1.486 -0.685 4.964  0.3627
N -0.104 1.647 0.066  -0.2839
C -1.408 2.230 -0.198  0.1065
C -2.387 2.127 0.778  -0.5407
C -3.661 2.600 0.509  -0.7621
C -3.922 3.164 -0.730  0.2539
C -2.934 3.291 -1.694  -0.9608
C -1.660 2.820 -1.426  -0.4601
S -5.569 3.725 -1.099  1.3677
O -5.910 3.155 -2.402  -0.4405
O -5.479 5.164 -1.408  -0.3949
O -6.402 3.384 0.004  -0.5587
H 0.608 2.085 -0.521  0.4794
H 0.152 1.861 1.031  0.5384
H -2.165 1.669 1.735  0.4049
H -4.448 2.531 1.247  0.5648
H -3.156 3.746 -2.650  0.4107
H -0.876 2.900 -2.169  0.4615
C -0.363 -4.803 -2.284  -0.5791
C 0.152 -4.015 -1.267  -0.9010
C 0.299 -2.655 -1.501  0.0477
C -0.080 -2.050 -2.708  0.6447
C -0.591 -2.871 -3.710  -0.9363
C -0.727 -4.235 -3.500  -0.6195
Si 0.076 -0.185 -2.607  0.5285
C 1.585 0.613 -3.368  0.2940
C 1.480 1.825 -4.054  -0.1392
C 2.603 2.469 -4.556  -0.6432
C 3.855 1.898 -4.387  -0.4430
C 3.979 0.684 -3.721  -0.7292
C 2.857 0.052 -3.211  -0.3603
H -0.468 -5.869 -2.133  0.4135
H 0.467 -4.457 -0.331  0.5061
H 0.872 -2.097 -0.710  0.3055
H -0.901 -2.442 -4.655  0.4572
H -1.124 -4.866 -4.285  0.4269
H -1.108 0.463 -3.248  -0.2671
H 0.502 2.262 -4.235  0.3520
H 2.500 3.404 -5.090  0.4048
H 4.733 2.389 -4.785  0.3975
H 4.955 0.229 -3.607  0.4243
H 2.969 -0.892 -2.690  0.3986

Properties
- total energy (a.u.) = -2683.9098
- E_LUMO (alpha / beta) (eV) = -3.6977 / -6.2929
- ΔE to the lowest compared entry with this formula, charge and spin (kcal/mol) = 0.0
- <S²> = 0.763
- HOMO level (alpha / beta) (eV) = -10.5 / -10.5
- net charge = +1
- spin multiplicity = 2

No. 2
The molecule C5HN in a non-equilibrium geometry, computed with ωB97M-V/def2-TZVPD.

Each line ends with the Mulliken charge.
Geometry (Å):
C 1.919 -0.039 -1.582  -0.3142
C 0.871 0.279 -1.079  -0.5498
C -0.257 0.164 -0.219  0.5842
C -1.044 -0.006 0.612  0.2739
C -1.838 -0.169 1.766  -0.0090
H 2.836 0.081 -2.173  0.3533
N -2.486 -0.310 2.675  -0.3384

Properties
- total energy (a.u.) = -245.7225
- E_LUMO (eV) = -0.1125
- ΔE to the lowest compared entry with this formula, charge and spin (kcal/mol) = 10.0
- HOMO level (eV) = -10.6
- structure (SMILES) = C#CC#CC#N
- spin multiplicity = 1

Which of these has the highest ΔE to the lowest compared entry with this formula, charge and spin?
C5HN